1.
65
Properties=species:S:1:pos:R:3:mulliken_charge:R:1 method="wB97M-V/def2-TZVPD" charge=0 orbital_gap_ev=8.793 smiles="COCC1CCN(C(=O)c2ccc(OC)c(OC3CCN(C(C)C)CC3)c2)CC1" energy_ev=-35605.3049 de_lowest_kj_mol=71.5 spin_multiplicity=1 lumo_energy_ev=0.773
C -5.6248 -3.8856 2.5870 -0.745
O -5.5019 -2.6634 1.9103 -0.294
C -4.9333 -2.7984 0.6281 -1.028
C -4.8205 -1.4166 -0.0146 0.487
C -3.8476 -0.5315 0.7661 -0.844
C -3.7164 0.8389 0.0974 -0.722
N -3.2958 0.6801 -1.2751 0.128
C -2.0389 0.9022 -1.7333 0.184
O -1.6602 0.4964 -2.8189 -0.687
C -1.1414 1.7167 -0.8579 -1.105
C -1.4346 3.0292 -0.5350 -0.569
C -0.5316 3.7801 0.2052 -0.551
C 0.6638 3.2288 0.6329 0.952
O 1.6077 3.8785 1.3685 -0.429
C 1.3809 5.2222 1.7095 -0.984
C 0.9743 1.8885 0.2983 0.972
O 2.1609 1.4373 0.7756 -0.454
C 2.6086 0.1344 0.4429 -0.121
C 3.1650 0.0590 -0.9803 -0.625
C 3.7555 -1.3270 -1.2280 -0.839
N 4.8169 -1.5825 -0.2771 0.195
C 5.6958 -2.6880 -0.6325 0.264
C 7.0288 -2.5620 0.1076 -1.599
C 5.0958 -4.0855 -0.4226 -1.395
C 4.2926 -1.5986 1.0731 -0.616
C 3.7274 -0.2228 1.4185 -0.886
C 0.0689 1.1589 -0.4515 0.146
C -4.2046 -0.1207 -2.0680 -1.077
C -4.3583 -1.5185 -1.4684 -0.821
H -6.2694 -4.5832 2.0370 0.297
H -4.6457 -4.3589 2.7362 0.314
H -6.0717 -3.6644 3.5540 0.241
H -5.5637 -3.4534 0.0046 0.466
H -3.9373 -3.2641 0.7037 0.386
H -5.8138 -0.9567 0.0188 0.195
H -4.2009 -0.4157 1.7903 0.397
H -2.8648 -1.0079 0.7919 0.222
H -2.9928 1.4515 0.6349 0.481
H -4.6871 1.3482 0.1066 0.255
H -2.3565 3.4793 -0.8710 0.485
H -0.7759 4.8040 0.4393 0.427
H 1.2820 5.8540 0.8203 0.379
H 0.4893 5.3363 2.3358 0.374
H 2.2580 5.5332 2.2749 0.232
H 1.7864 -0.5876 0.5649 0.222
H 3.9491 0.8103 -1.0809 0.258
H 2.3874 0.2710 -1.7152 0.472
H 4.1710 -1.3677 -2.2374 0.485
H 2.9452 -2.0775 -1.1613 0.299
H 5.9009 -2.5633 -1.7029 0.343
H 7.7690 -3.2107 -0.3538 0.465
H 7.3802 -1.5355 0.0578 0.378
H 6.9328 -2.8493 1.1516 0.350
H 5.7757 -4.8389 -0.8119 0.461
H 4.9352 -4.2819 0.6348 0.294
H 4.1464 -4.1787 -0.9451 0.354
H 5.0996 -1.8382 1.7651 0.417
H 3.4923 -2.3520 1.1964 0.325
H 3.3455 -0.2148 2.4400 0.438
H 4.5114 0.5292 1.3360 0.298
H 0.2773 0.1426 -0.7439 0.410
H -3.7955 -0.1783 -3.0781 0.524
H -5.1767 0.3835 -2.0971 0.360
H -5.0743 -2.0920 -2.0588 0.447
H -3.3943 -2.0297 -1.5107 0.309

=====

2.
16
Properties=species:S:1:pos:R:3:mulliken_charge:R:1 method="wB97M-V/def2-TZVPD" charge=0 orbital_gap_ev=9.974 smiles=NCCNCO energy_ev=-8299.5074 de_lowest_kj_mol=192.6 spin_multiplicity=1 lumo_energy_ev=0.962
N -1.6472 -1.3874 0.9401 -0.652
C -0.3542 -0.7961 0.6247 -0.146
C -0.4142 -0.4508 -0.8659 -0.744
N 0.0769 0.9501 -1.1629 -0.390
C 1.3790 1.3105 -0.6599 -0.292
O 1.4743 1.6779 0.7230 -0.523
H -1.9016 -1.5538 1.8925 0.193
H -1.8859 -2.2201 0.4156 0.167
H 0.4913 -1.4611 0.8357 0.210
H -0.4194 0.1289 1.3281 0.317
H 0.1809 -1.0931 -1.5773 0.293
H -1.4331 -0.4726 -1.2243 0.455
H -0.6135 1.5387 -0.6814 0.282
H 2.1109 0.5503 -1.0188 0.284
H 1.6624 2.3120 -0.9229 0.277
H 1.2935 0.9667 1.3538 0.269

=====

3.
15
Properties=species:S:1:pos:R:3:mulliken_charge:R:1 method="wB97M-V/def2-TZVPD" charge=0 orbital_gap_ev=11.015 smiles="[H]/N=C/OCCC" energy_ev=-7830.7146 de_lowest_kj_mol=154.9 spin_multiplicity=1 lumo_energy_ev=1.113
H -0.1315 0.7902 2.7832 0.191
N -0.4082 0.5778 1.8474 -0.583
C -0.9156 -0.5644 1.6761 0.072
O -1.3049 -0.8700 0.4368 -0.392
C -1.0299 0.2469 -0.5304 -0.354
C 0.1933 -0.1350 -1.3412 -0.362
C 1.5590 0.1009 -0.6819 -1.083
H -1.0773 -1.3455 2.4411 0.384
H -1.9619 0.2274 -1.0812 0.348
H -0.8987 1.2704 -0.1328 0.287
H 0.0697 -1.1954 -1.5708 0.262
H 0.1575 0.4189 -2.2873 0.316
H 2.3563 -0.2592 -1.3447 0.352
H 1.7431 1.1643 -0.4861 0.282
H 1.6492 -0.4271 0.2719 0.282

=====

4.
16
Properties=species:S:1:pos:R:3:mulliken_charge:R:1 method="wB97M-V/def2-TZVPD" charge=+1 orbital_gap_ev=6.516 energy_ev=-7837.4649 de_lowest_kj_mol=371.7 spin_multiplicity=1 lumo_energy_ev=-7.309
C -0.3685 1.5013 0.5093 -1.001
C -0.0387 0.1473 0.1208 -0.147
C -0.8869 -0.5347 -0.7867 -0.464
C -2.1191 -1.0153 0.0966 -0.042
O -3.2040 -0.8781 -0.3349 -0.279
N 2.8532 -0.3948 -0.0328 -0.535
H 0.4914 2.1782 0.4822 0.347
H -1.0411 1.9494 -0.2114 0.379
H -0.7779 1.4947 1.5334 0.334
H 0.4216 -0.4323 0.9126 0.657
H -1.2474 0.0481 -1.6213 0.335
H -0.4728 -1.4827 -1.1460 0.288
H -1.9423 -1.5785 1.0217 0.413
H 3.6004 -0.7687 -0.5864 0.221
H 1.9525 -0.8134 -0.1496 0.277
H 2.7795 0.5794 0.1925 0.215

=====

5.
19
Properties=species:S:1:pos:R:3:mulliken_charge:R:1 method="wB97M-V/def2-TZVPD" charge=0 orbital_gap_ev=3.266 energy_ev=-16680.2282 de_lowest_kj_mol=372.6 spin_multiplicity=1 lumo_energy_ev=-1.442
C -2.4262 -0.4316 0.5539 -0.221
C -1.7876 -1.1822 1.7079 -0.427
S -2.2846 -2.9117 1.9303 -0.643
H -2.7331 0.5741 0.8610 0.246
H -3.2367 -0.9006 0.0039 0.390
H -1.6493 -0.2025 -0.2083 -0.513
H -1.9449 -0.6624 2.6574 0.197
H -0.6882 -1.1592 1.6328 -0.009
C 2.5270 0.1979 -0.2573 -1.413
C 1.1849 0.8907 -0.3646 0.441
N 0.7357 0.9609 -1.8064 -0.320
H 2.4453 -0.8916 -0.2961 0.421
H 3.2728 0.4983 -0.9979 0.403
H 2.9990 0.2920 0.7220 0.363
H 0.4809 0.2470 0.1525 -0.274
H 1.1897 1.8434 0.1436 0.296
H 1.4393 0.5031 -2.3857 0.368
H 0.6136 1.9049 -2.1711 0.343
H -0.1378 0.4295 -1.8779 0.351

=====

6.
88
Properties=species:S:1:pos:R:3:mulliken_charge:R:1 method="wB97M-V/def2-TZVPD" charge=0 orbital_gap_ev=8.516 smiles="CNC(C)=O.CNC(C)=O.CNC(C)=O.CNC(C)=O.CNC(C)=O.CNC(C)=O.ClCCCl.ClCCCl" energy_ev=-94944.3640 de_lowest_kj_mol=0.0 spin_multiplicity=1 lumo_energy_ev=-0.071
C 1.5607 0.5761 3.1811 -0.838
N 0.3138 -0.0826 3.4762 0.119
C -0.7601 0.6018 3.8765 0.669
C -1.9866 -0.2067 4.1974 -0.994
O -0.7549 1.8308 3.9292 -0.771
H 1.7278 1.4058 3.8627 0.370
H 1.5746 0.9603 2.1558 0.012
H 2.3612 -0.1534 3.2836 0.355
H 0.2749 -1.0914 3.3722 0.074
H -2.4129 -0.5810 3.2664 0.142
H -2.7124 0.4358 4.6838 0.389
H -1.7505 -1.0524 4.8403 0.308
C 2.0240 -2.1909 -2.4230 -0.526
N 2.7791 -2.7023 -1.2873 -0.131
C 2.6419 -2.1795 -0.0601 0.535
C 3.5055 -2.7682 1.0263 -1.138
O 1.8867 -1.2439 0.1529 -0.211
H 2.3526 -2.7158 -3.3156 0.362
H 2.1656 -1.1227 -2.5504 0.037
H 0.9574 -2.3839 -2.2884 0.131
H 3.3756 -3.4950 -1.4338 0.241
H 2.9424 -2.7323 1.9559 -0.047
H 4.4000 -2.1543 1.1335 0.331
H 3.8067 -3.8016 0.8512 0.475
C -1.1673 -2.8103 1.1469 -0.121
N -0.2579 -3.8215 1.6364 -0.061
C 0.1723 -3.8220 2.9167 0.624
C 1.2428 -4.8130 3.2766 -1.190
O -0.2570 -3.0284 3.7628 -0.679
H -2.1050 -2.8556 1.7133 0.379
H -1.4497 -2.9801 0.1150 0.131
H -0.7542 -1.8179 1.3153 -0.273
H 0.1053 -4.4858 0.9783 0.268
H 0.9713 -5.3211 4.1963 0.364
H 2.1355 -4.2259 3.5008 0.285
H 1.4727 -5.5200 2.4813 0.333
C 1.2700 4.4224 2.1586 -0.900
N -0.1071 4.2849 2.6219 0.082
C -1.0086 5.3004 2.5856 0.861
C -2.3612 4.9576 3.1531 -1.050
O -0.7641 6.3923 2.1097 -0.683
H 1.9640 4.4801 3.0070 0.368
H 1.3948 5.3107 1.5502 0.349
H 1.5352 3.5491 1.5629 0.064
H -0.2862 3.4176 3.1211 0.261
H -3.0216 5.8031 2.9917 0.341
H -2.2882 4.7629 4.2245 0.261
H -2.7596 4.0687 2.6651 0.231
C -2.9194 -3.0871 -2.9555 -0.671
N -4.3275 -3.1946 -3.2053 -0.162
C -4.8189 -3.4296 -4.4476 0.629
C -6.3298 -3.5071 -4.5613 -1.017
O -4.0885 -3.6319 -5.3897 -0.620
H -2.4709 -2.2294 -3.4566 0.195
H -2.3903 -3.9907 -3.2564 0.308
H -2.7944 -2.9383 -1.8831 0.167
H -4.9758 -3.0340 -2.4581 0.237
H -6.6127 -4.5538 -4.4367 0.252
H -6.6446 -3.1739 -5.5447 0.302
H -6.8565 -2.9012 -3.8218 0.338
C 4.5999 1.1822 0.7589 -1.115
N 3.8043 2.3731 0.4653 -0.005
C 3.0212 2.5748 -0.6328 0.314
C 2.7978 1.3954 -1.5290 -0.291
O 2.4661 3.6534 -0.8259 -0.664
H 5.2896 0.9585 -0.0526 0.416
H 3.9478 0.3321 0.9636 0.192
H 5.1761 1.3944 1.6556 0.364
H 3.9374 3.1727 1.0606 0.323
H 2.9430 1.6814 -2.5665 0.374
H 1.8092 0.9616 -1.3882 -0.341
H 3.5134 0.6042 -1.2863 0.399
Cl -1.5151 4.5790 -4.9830 -0.188
C -1.1593 2.8578 -5.2218 -0.477
C 0.2419 2.5644 -4.7805 -0.324
Cl 0.5343 0.8109 -4.8403 -0.173
H -1.2838 2.6593 -6.2846 0.388
H -1.8821 2.2380 -4.6945 0.252
H 0.4341 2.9413 -3.7778 0.108
H 0.9596 3.0405 -5.4455 0.425
Cl -1.0684 -0.1731 -1.7548 -0.048
C -0.9843 0.9886 -0.3818 -0.243
C -0.9219 2.4060 -0.9060 0.980
Cl -2.5256 2.9857 -1.4232 -0.217
H -0.1303 0.7183 0.2363 -0.583
H -1.9044 0.8244 0.1723 0.643
H -0.1942 2.4887 -1.7062 -0.399
H -0.6261 3.0570 -0.0922 -0.209